DFT (ωB97M-V/def2-TZVPD) results for a 2-piece molecular cluster, C2HNO overall.

For the LUMO energy (spin up / spin down), the calculation gives 0.12 / -4.34 eV. As for the spin multiplicity: 3. The calculation puts the frontier orbital gap (spin up / spin down) at 7.9 / 8.4 eV. The value obtained for the total energy is -206.55413 a.u. Its energy above the lowest of the compared OMol25 structures with the same formula, charge and spin is 159.9 kJ/mol.

Cartesian coordinates (Å):
C  -1.284  -0.316  -0.169
C  0.961  0.193  0.070
N  -2.416  -0.430  -0.069
O  1.685  -0.653  -0.265
H  1.054  1.205  0.434